Computed, not measured: C5H13O2Tl as an isolated structure in a non-equilibrium geometry, with ωB97M-V with the def2-TZVPD basis set.

```
21
Properties=species:S:1:pos:R:3:forces:R:3
Tl -29.071860 -30.647720 2.710320 -0.444 -0.298 0.380
O -30.694370 -30.345610 5.152460 -0.250 0.343 1.014
O -30.838890 -32.942360 2.901680 0.531 1.432 -0.187
C -33.051200 -33.237640 4.084760 0.346 0.397 -0.125
C -31.612880 -33.738200 3.769540 -2.011 -2.082 0.126
C -31.628500 -35.176250 3.116600 0.264 0.428 1.037
C -30.795110 -29.278640 7.456110 0.933 0.255 -0.961
C -31.355280 -30.201880 6.366300 0.228 0.170 0.312
H -31.305380 -29.306560 8.418890 -0.347 -0.180 -0.330
H -31.505640 -31.207460 6.759110 0.176 -0.675 0.018
H -32.076430 -35.241510 2.125040 -0.189 0.592 -0.087
H -29.744370 -29.485780 7.658950 0.037 -0.273 -0.021
H -30.602090 -35.526150 3.006330 0.032 -0.033 0.118
H -32.175720 -35.904880 3.714710 0.064 0.117 0.191
H -33.729160 -33.215720 3.231540 0.118 0.006 -0.109
H -30.795060 -28.262650 7.061330 -0.216 0.150 0.211
H -31.130670 -33.140020 2.008710 -0.090 -0.073 -0.196
H -33.528960 -33.820390 4.872330 0.227 -0.584 -0.206
H -31.170240 -33.735310 4.765620 0.756 -0.231 -0.331
H -32.398470 -29.949030 6.176780 -0.388 0.194 -0.466
H -33.032060 -32.255110 4.556310 0.225 0.343 -0.386
```
Positions in Å, forces in eV/Å.

The strongest force on any atom comes out at 2.90 eV Å⁻¹. Its expectation value of S² is 0.75. Its multiplicity is 2. As for the total charge: +1. The calculation puts the LUMO energy (alpha / beta) at -4.386 / -5.468 eV. The calculation puts the HOMO energy (alpha / beta) at -13.91 / -13.90 eV. The total energy is -14175.829 eV. For the HOMO-LUMO gap (alpha / beta), the calculation gives 9.529 / 8.428 eV.

Computed, not measured: C5H10O2 as an isolated structure in a non-equilibrium geometry, with ωB97M-V with the def2-TZVPD basis set.

```
17
Properties=species:S:1:pos:R:3:forces:R:3
O -0.809508 -2.028956 -0.692520 -0.111 -0.188 -0.081
O 1.441096 2.309120 -0.362603 -0.208 0.025 -0.066
C -0.472456 -0.072334 0.663920 -1.017 -0.870 0.726
C 0.013368 0.627985 -0.475806 1.050 0.860 -0.413
C -1.177694 -1.397527 0.525185 -0.194 0.271 0.308
C 0.016061 2.200300 -0.485233 -0.793 0.081 -0.019
C 1.493930 0.945209 -0.211122 0.674 -0.396 0.044
H -0.398660 0.364551 1.656753 -0.039 -0.042 -0.177
H -1.398553 -2.781080 -0.829116 0.144 0.151 0.005
H 2.060998 -1.336265 -0.180271 -0.125 -0.249 0.087
H -0.380279 2.677636 -1.385869 0.132 0.001 0.132
H 2.066706 0.578235 0.648861 -0.080 0.040 -0.303
H 1.464936 -1.541306 0.226321 0.283 -0.134 -0.138
H -0.976342 -2.058439 1.384099 0.066 0.201 -0.096
H -0.442365 2.592562 0.421164 -0.134 0.090 -0.120
H -0.227213 0.146115 -1.423467 0.158 0.139 0.058
H -2.274025 -1.225805 0.519706 0.195 0.020 0.054
```
Positions in Å, forces in eV/Å.

The strongest force on any atom comes out at 1.52 eV Å⁻¹. The calculation puts the LUMO energy (alpha / beta) at 0.813 / 0.440 eV. The calculation puts the HOMO energy (alpha / beta) at -7.50 / -7.24 eV. The total energy is -9436.212 eV. Its energy above the lowest of the compared OMol25 structures with the same formula, charge and spin is 157.52 kcal/mol. For the HOMO-LUMO gap (alpha / beta), the calculation gives 8.311 / 7.682 eV.

Computed, not measured: C55H42N5O5OsS5 as an isolated structure, with ωB97M-V with the def2-TZVPD basis set.

```
113
Properties=species:S:1:pos:R:3:forces:R:3
Os -0.291258 0.057417 -2.031886 -0.323 -0.147 0.144
S -0.448340 3.507790 -2.278288 -0.005 0.024 -0.161
S -0.189531 -2.204315 0.384432 -0.093 -0.094 -0.087
S 0.146716 0.565896 -5.235187 -0.021 0.080 -0.101
S -0.481787 -1.717724 -3.909690 0.219 0.079 -0.062
S 1.889827 0.538452 0.775283 0.144 0.076 0.126
O -1.147183 3.836885 -3.480232 0.022 0.009 0.011
O 0.468392 0.606637 0.236182 -0.176 -0.165 -0.043
O -1.137742 3.680425 -1.030349 0.008 0.036 0.063
O 1.972061 0.756153 -2.148431 0.063 -0.013 -0.037
O -0.700861 -1.817535 -1.011672 0.072 0.097 0.121
N -6.557377 -0.532888 -3.268432 0.086 -0.030 -0.017
N -5.648329 2.973419 -4.910461 0.081 -0.001 0.025
N 0.167576 1.980703 -2.361201 -0.032 -0.028 0.040
N -2.173562 0.479197 -1.553368 -0.001 0.064 0.118
N -3.993819 1.677920 -0.441861 -0.062 0.017 -0.200
C -0.987193 -4.678721 -0.548904 -0.013 0.019 -0.070
C 1.228385 0.449468 3.515744 0.021 0.020 -0.036
C -3.208627 -1.089457 -4.009853 -0.037 -0.017 0.022
C -4.183791 -0.120364 -4.193605 0.092 0.021 -0.011
C -1.559285 0.438392 -4.937037 -0.018 -0.024 0.002
C -4.866217 1.032683 0.557564 -0.031 0.007 0.005
C 3.813506 -2.524295 0.941401 -0.054 -0.017 -0.022
C 1.012760 -0.247720 4.665803 0.015 -0.018 -0.010
C 3.014708 4.877358 1.533554 -0.016 -0.028 -0.001
C 4.238383 -3.054660 -0.299486 -0.011 -0.013 -0.009
C -4.838225 2.160533 -4.845188 -0.166 0.028 -0.099
C -2.536637 1.412355 -5.128055 -0.047 -0.068 0.023
C 5.614351 -3.309276 -0.502401 0.022 -0.005 0.008
C 3.963040 3.861746 1.648947 0.006 0.021 0.001
C 1.751973 -4.401033 4.819769 0.004 -0.009 -0.029
C 1.987276 -3.718819 3.660944 -0.017 -0.020 -0.003
C 3.284829 -3.303712 -1.321821 0.024 -0.008 -0.020
C 2.426035 -2.256566 1.139115 -0.056 0.007 -0.059
C 3.484614 3.564960 -2.142842 -0.016 -0.018 0.016
C -4.371217 3.042095 -0.888903 0.053 0.009 -0.025
C 1.963752 -1.585069 2.392199 -0.018 0.052 -0.069
C 6.523272 -3.047417 0.482983 0.004 -0.010 -0.038
C 3.614361 2.535363 1.456507 0.028 -0.023 0.005
C -3.045144 1.039477 -1.024171 0.161 0.026 0.125
C -1.170276 -4.265115 1.827751 0.051 0.006 0.045
C 1.963070 -3.060274 -1.119707 -0.022 -0.004 0.018
C 6.099812 -2.513316 1.717170 -0.013 0.019 0.023
C 1.710480 -0.233119 2.377206 0.031 -0.006 -0.014
C 1.489180 5.569039 -2.204683 0.025 0.002 0.000
C 1.501539 1.907858 -2.241799 -0.024 0.052 -0.258
C 1.697230 4.531618 1.236723 0.015 -0.010 0.014
C 1.266724 -3.725680 5.960418 -0.005 0.030 0.022
C -3.842027 1.134672 -4.738638 0.181 -0.022 -0.004
C -5.811037 3.044995 -1.369513 -0.022 -0.043 0.049
C -6.741746 2.453965 -0.313764 -0.029 -0.002 0.016
C 3.399355 6.318522 1.707165 0.007 0.020 0.002
C 2.294244 2.222687 1.168136 -0.029 -0.045 0.100
C -1.648719 -5.554845 2.007751 -0.015 -0.003 0.027
C 2.840668 5.898452 -2.139151 -0.016 -0.006 -0.006
C -6.304434 1.038606 0.061785 -0.009 -0.019 0.010
C -1.477408 -5.954928 -0.351989 0.001 -0.003 0.035
C 1.543732 -2.545976 0.127405 0.081 0.023 0.146
C 1.261961 -1.644226 4.732514 -0.007 0.017 0.000
C 3.821448 4.912831 -2.104835 0.006 0.009 -0.003
C 1.747996 -2.323620 3.589571 -0.009 0.017 -0.030
C -0.827864 -3.846966 0.552620 0.031 -0.004 0.031
C 1.326312 3.208956 1.054819 0.005 -0.055 0.020
C -5.508732 -0.367276 -3.711407 -0.221 0.090 0.036
C 1.028724 -2.381575 5.918470 0.002 -0.005 0.009
C 4.777328 -2.253205 1.942254 0.037 0.016 0.031
C 1.172315 4.229659 -2.233201 -0.037 0.018 -0.042
C 2.143760 3.236557 -2.213184 0.088 -0.038 0.075
C -1.805086 -6.415459 0.927044 0.014 0.021 -0.037
C -2.308421 -7.816313 1.120531 -0.014 -0.028 0.003
C -1.901845 -0.786693 -4.345501 0.069 0.054 -0.017
H -3.459599 -2.034097 -3.546080 0.006 0.000 -0.005
H -1.475905 -8.522874 1.117587 -0.003 0.002 -0.001
H 0.724219 6.333298 -2.232386 -0.005 -0.004 -0.001
H 3.629839 -3.687311 -2.274100 -0.004 -0.002 0.005
H 0.309197 2.942466 0.795646 0.029 0.018 0.016
H -3.668408 3.350606 -1.661694 -0.028 -0.013 0.033
H -4.234583 3.700012 -0.026616 -0.008 0.011 -0.018
H -6.091055 4.069489 -1.618561 -0.008 -0.007 0.010
H -6.742889 3.087757 0.580118 0.007 0.007 -0.005
H -6.392172 0.383950 -0.809536 0.006 0.000 0.025
H 4.452883 6.422933 1.960511 0.000 -0.001 0.002
H -2.833386 -7.923615 2.068286 0.003 0.002 -0.003
H 6.829588 -2.312217 2.490379 -0.006 0.003 -0.001
H 2.811264 6.786499 2.497639 0.000 0.000 -0.005
H 7.573876 -3.248130 0.319812 -0.007 -0.002 0.000
H -7.763815 2.437443 -0.691566 0.001 -0.012 0.006
H -2.284690 2.383162 -5.530669 -0.003 0.004 0.014
H 5.933483 -3.715953 -1.454117 0.003 0.003 0.008
H -4.487836 0.027549 0.737518 -0.023 -0.006 -0.006
H 1.041577 1.514419 3.465486 -0.002 0.001 -0.006
H 0.659643 -1.859157 6.792477 -0.001 -0.008 -0.003
H -5.888493 2.465690 -2.291182 -0.001 -0.003 -0.011
H -1.616428 -6.609905 -1.203450 0.001 0.004 0.000
H 1.086570 -4.280061 6.872010 -0.002 0.006 -0.003
H 4.456885 -1.846915 2.893773 0.009 -0.006 -0.016
H -4.767756 1.609150 1.481793 -0.012 -0.015 0.000
H -0.758827 -4.316295 -1.544376 -0.030 -0.022 0.048
H 4.991034 4.116601 1.875870 -0.003 -0.003 0.000
H 4.241119 2.791703 -2.122891 -0.011 -0.005 0.002
H 1.937060 -5.466188 4.867017 0.002 0.008 0.002
H 2.356278 -4.237675 2.784930 -0.002 -0.005 0.002
H -6.941981 0.626621 0.846097 -0.006 0.015 -0.008
H 0.948552 5.309305 1.136474 0.001 -0.005 0.001
H 3.133184 6.939920 -2.118865 -0.006 0.005 -0.008
H 3.213917 6.879541 0.788927 -0.007 -0.004 0.001
H -1.918715 -5.888882 3.002183 0.001 0.000 -0.013
H 0.646829 0.257353 5.551226 -0.001 0.005 -0.007
H -1.064810 -3.594049 2.673185 0.014 -0.011 -0.012
H 1.232959 -3.230654 -1.900025 0.017 0.008 -0.003
H 4.862431 5.202908 -2.055808 0.002 -0.007 0.003
H -2.984611 -8.105050 0.316284 0.002 0.000 0.008
H 4.365595 1.755074 1.517631 -0.013 0.004 0.003
```
Positions in Å, forces in eV/Å.

The strongest force on any atom comes out at 0.38 eV Å⁻¹. Its expectation value of S² is 6.02. Its multiplicity is 5. As for the total charge: +1. The calculation puts the LUMO energy (alpha / beta) at -2.551 / -3.605 eV. The calculation puts the HOMO energy (alpha / beta) at -9.79 / -10.09 eV. The total energy is -132040.742 eV. Its energy above the lowest of the compared OMol25 structures with the same formula, charge and spin is 9.17 kcal/mol. For the HOMO-LUMO gap (alpha / beta), the calculation gives 7.243 / 6.488 eV.